No. 1
176
Properties=species:S:1:pos:R:3:mulliken_charge:R:1 method="wB97M-V/def2-TZVPD" relative_energy_kcal_mol=76.9 largest_force_ha_per_bohr=0.082 e_homo_ev=-8.85
C -6.2761 5.3577 -7.3166 -0.67
N -7.6627 5.3691 -7.9378 0.90
O -8.3209 6.3501 -7.7972 -0.54
O -7.9810 4.3420 -8.4188 -0.52
H -5.5385 5.2337 -8.1095 0.26
H -6.3583 4.5499 -6.5895 0.28
H -6.1900 6.2707 -6.7273 0.30
C -1.2976 8.8344 1.1532 -0.62
N -1.5310 10.3664 1.0930 0.81
O -2.0585 10.9375 2.0341 -0.51
O -1.2349 10.9567 0.0549 -0.51
H -0.3708 8.6734 0.6026 0.27
H -2.1981 8.3235 0.8124 0.26
H -1.1341 8.7137 2.2241 0.29
C -10.0678 1.8355 -1.4024 -0.73
N -9.1439 2.4000 -2.3816 0.82
O -8.3413 3.2669 -2.0353 -0.50
O -9.3541 2.0127 -3.5296 -0.49
H -9.4680 1.0650 -0.9181 0.29
H -11.0480 1.4470 -1.6788 0.30
H -10.3132 2.5449 -0.6121 0.30
C 6.0800 -2.5294 0.3024 -1.50
C 7.2582 -1.9300 -0.4797 0.50
C 8.5337 -2.8612 -0.5038 -0.75
O 9.5750 -2.3878 -1.3355 -0.36
C 10.1197 -1.1903 -0.8703 -0.78
N 6.7141 -1.6941 -1.8250 -0.61
H 5.8363 -3.5285 -0.0590 0.35
H 5.1671 -1.9437 0.1952 0.39
H 6.2885 -2.6113 1.3692 0.35
H 7.5394 -0.9636 -0.0613 0.34
H 8.2777 -3.8612 -0.8540 0.34
H 8.8421 -2.9384 0.5388 0.39
H 11.1643 -1.1266 -1.1747 0.27
H 10.0967 -1.0284 0.2074 0.34
H 9.5827 -0.3328 -1.2758 0.29
H 6.1690 -0.8485 -1.9133 0.22
H 6.1558 -2.4340 -2.2261 0.23
C -2.8232 -2.0411 1.5084 -1.40
C -2.1097 -0.9045 0.7679 0.52
C -2.9984 -0.0065 -0.1400 -0.81
O -2.1152 0.9581 -0.6528 -0.30
C -2.7573 2.1398 -1.1237 -0.76
N -1.3686 -0.1539 1.6354 -0.61
H -3.4804 -2.6734 0.9113 0.35
H -3.4960 -1.5841 2.2341 0.32
H -2.0745 -2.7272 1.9044 0.35
H -1.3744 -1.3192 0.0784 0.22
H -3.8816 0.3277 0.4045 0.42
H -3.3926 -0.5929 -0.9699 0.39
H -2.0334 2.8189 -1.5741 0.24
H -3.3102 2.7335 -0.3958 0.31
H -3.4602 1.8134 -1.8902 0.32
H -0.5382 -0.6329 1.9534 0.23
H -1.0803 0.7049 1.1886 0.24
C -7.0270 -9.1498 1.6488 -1.42
C -7.7275 -9.6741 2.9089 0.46
C -6.7767 -9.7082 4.0497 -0.84
O -6.3590 -8.4490 4.4451 -0.36
C -5.1100 -8.5467 5.0276 -0.75
N -8.7424 -8.7526 3.2447 -0.78
H -7.5230 -9.4819 0.7367 0.33
H -5.9722 -9.4058 1.5490 0.34
H -6.9011 -8.0703 1.5654 0.32
H -8.1038 -10.6873 2.7678 0.38
H -5.9619 -10.3940 3.8177 0.45
H -7.2965 -10.1475 4.9011 0.36
H -4.8687 -7.5052 5.2401 0.24
H -4.4343 -9.0761 4.3558 0.32
H -5.1919 -9.1803 5.9107 0.31
H -8.2957 -8.0187 3.7757 0.35
H -9.3205 -9.2875 3.8769 0.28
C 7.1372 0.2005 5.6503 -1.53
C 7.6869 -0.7933 6.7224 0.49
C 9.0495 -0.3314 7.3548 -0.57
O 10.0540 -1.1268 6.7812 -0.30
C 11.3489 -0.6783 7.0979 -0.78
N 6.6127 -0.9148 7.6252 -0.66
H 7.7786 0.2164 4.7691 0.36
H 7.1658 1.2160 6.0453 0.40
H 6.1057 -0.0148 5.3715 0.40
H 7.9644 -1.8035 6.4214 0.28
H 8.9390 -0.5029 8.4255 0.32
H 9.1169 0.7484 7.2224 0.26
H 11.4370 -0.1659 8.0559 0.34
H 11.7727 0.0358 6.3918 0.28
H 11.9697 -1.5667 7.2139 0.27
H 6.1858 -0.0750 7.9895 0.20
H 6.8450 -1.5335 8.3889 0.24
C -3.6551 0.6589 7.3924 -1.52
C -3.2288 2.0158 6.8235 0.53
C -1.7238 2.1994 7.0854 -0.84
O -1.1963 3.3012 6.4171 -0.32
C 0.2111 3.4490 6.3808 -0.79
N -3.5871 2.1507 5.4032 -0.77
H -3.4614 0.6101 8.4640 0.37
H -3.1600 -0.1677 6.8829 0.33
H -4.7033 0.3920 7.2576 0.36
H -3.8676 2.6279 7.4602 0.29
H -1.1955 1.2795 6.8347 0.38
H -1.4956 2.5095 8.1051 0.47
H 0.4425 4.3815 5.8661 0.28
H 0.8309 2.8043 5.7577 0.32
H 0.6325 3.5457 7.3814 0.29
H -3.1742 3.0510 5.2054 0.39
H -2.8118 1.6258 5.0245 0.24
C 4.1731 6.5551 0.5906 -0.88
C 4.8817 7.5238 0.0111 0.65
C 5.1226 7.6954 -1.4923 0.63
O 5.8320 8.5282 -2.0839 -0.61
C 4.5300 6.5569 -2.1880 -0.79
C 3.8112 5.5458 -1.6190 0.47
C 3.5460 5.4845 -0.1242 0.68
O 2.9130 4.5689 0.4681 -0.64
O 3.4119 4.4691 -2.3578 -0.51
O 5.5148 8.4865 0.6908 -0.54
H 4.2388 6.5237 1.6681 0.44
H 4.7900 6.5246 -3.2357 0.46
H 2.5983 4.0919 -2.0151 0.32
H 5.9069 9.0710 0.0380 0.34
C 2.7062 9.7872 -7.1061 -0.71
C 1.7153 9.7718 -6.2120 0.51
C 0.9415 8.5590 -5.9868 0.75
O 0.1547 8.3470 -5.0819 -0.59
C 1.2006 7.4339 -6.9597 -0.70
C 2.2384 7.4930 -7.8241 0.55
C 3.2056 8.6588 -7.9291 0.28
O 4.2226 8.6556 -8.6295 -0.57
O 2.4993 6.5396 -8.7619 -0.51
O 1.3788 10.9155 -5.5914 -0.51
H 3.2896 10.6955 -7.1367 0.40
H 0.6969 6.4787 -6.9433 0.42
H 2.7620 6.9882 -9.5690 0.34
H 0.6669 10.8271 -4.9535 0.33
C 3.8676 -6.4508 8.2776 -1.03
C 2.7114 -6.1141 8.9775 0.52
C 1.4261 -5.6992 8.3971 0.95
O 0.3904 -5.4821 9.0865 -0.64
C 1.4401 -5.6099 6.9280 -0.74
C 2.5239 -5.9604 6.1910 0.28
C 3.8437 -6.4520 6.7717 0.76
O 4.8949 -6.6792 6.1012 -0.60
O 2.4598 -6.0165 4.8261 -0.50
O 2.6392 -6.0976 10.3357 -0.54
H 4.8009 -6.6979 8.7614 0.42
H 0.5568 -5.2300 6.4362 0.42
H 3.3638 -5.8456 4.5519 0.33
H 1.7653 -5.8556 10.6507 0.36
C 1.3602 -2.6073 -7.2888 -0.89
C 0.7531 -1.6927 -6.5375 0.60
C 0.2934 -0.4088 -7.1103 0.59
O -0.3337 0.4957 -6.5665 -0.61
C 0.6638 -0.2998 -8.5212 -0.71
C 1.2650 -1.1816 -9.3294 0.37
C 1.6729 -2.4787 -8.7137 0.94
O 2.1301 -3.4484 -9.4015 -0.65
O 1.4886 -1.1057 -10.6613 -0.54
O 0.5902 -1.7598 -5.2189 -0.52
H 1.8076 -3.4117 -6.7237 0.38
H 0.2455 0.4825 -9.1371 0.36
H 1.9205 -1.9051 -10.9713 0.35
H 0.2601 -0.9702 -4.7840 0.33
C -6.0025 -4.3011 -7.6456 -0.71
C -6.0338 -4.9784 -8.8287 0.48
C -7.2860 -5.5045 -9.4492 0.65
O -7.2434 -6.0773 -10.5728 -0.62
C -8.4329 -5.1590 -8.6403 -0.56
C -8.3752 -4.5374 -7.4291 0.60
C -7.1654 -4.0574 -6.7807 0.29
O -7.0224 -3.6010 -5.6084 -0.59
O -9.6096 -4.3298 -6.7590 -0.51
O -4.9412 -4.9890 -9.6393 -0.52
H -5.0648 -3.8372 -7.3775 0.41
H -9.4567 -5.3137 -8.9472 0.41
H -9.6081 -3.4640 -6.3443 0.32
H -5.1385 -5.4544 -10.4555 0.35

=====

No. 2
170
Properties=species:S:1:pos:R:3:mulliken_charge:R:1 method="wB97M-V/def2-TZVPD" relative_energy_kcal_mol=564.1 largest_force_ha_per_bohr=0.270 e_homo_ev=-6.78
C -0.1919 -2.8477 0.4773 -0.32
C -0.7619 -2.9630 -0.9161 0.25
N -2.1599 -2.5975 -1.0535 2.30
C -3.0795 -3.6256 -0.5862 -0.63
C -3.1534 -4.8572 -1.5013 -1.51
C -2.4232 -2.0022 -2.3534 0.22
C -3.9085 -1.6723 -2.6237 -1.07
H -0.6101 -3.5598 1.1886 0.39
H -0.3162 -1.8139 0.8063 -0.34
H 0.8930 -2.9739 0.4386 0.03
H -0.1420 -2.3293 -1.5594 -1.45
H -0.4911 -3.9552 -1.3145 0.37
H -2.7878 -4.0567 0.3737 0.45
H -4.0754 -3.2140 -0.4098 0.43
H -3.8728 -5.5894 -1.1281 0.46
H -3.5044 -4.6522 -2.5147 0.22
H -2.1635 -5.3096 -1.5328 0.30
H -2.1221 -2.7007 -3.1476 0.38
H -1.8589 -1.0806 -2.5019 -0.72
H -3.9049 -0.8419 -3.3279 -0.89
H -4.4573 -1.3846 -1.7283 0.31
H -4.3493 -2.5542 -3.0869 0.50
C -2.5412 0.7859 0.4614 -0.41
C -3.9243 1.0743 -0.1141 -1.66
N -4.7652 1.7478 0.8616 0.57
C -5.2903 0.8512 1.8786 0.37
C -6.2056 1.5166 2.9060 -1.78
C -5.6384 2.7453 0.3289 -0.56
C -6.7862 2.1840 -0.5804 -1.10
H -2.6504 -0.0492 1.1612 -0.87
H -2.1091 1.6534 0.9508 0.67
H -1.8994 0.3955 -0.3344 -0.09
H -3.7714 1.7402 -0.9696 0.39
H -4.4272 0.2220 -0.5884 0.74
H -5.8401 0.0439 1.3660 0.28
H -4.4901 0.3799 2.4538 0.07
H -6.5654 0.8745 3.7058 0.47
H -5.6431 2.3296 3.3723 0.32
H -7.0626 1.9542 2.3905 0.43
H -5.0176 3.3894 -0.3018 0.30
H -6.1232 3.4068 1.0469 0.55
H -7.5492 1.6809 0.0115 0.27
H -6.4206 1.5315 -1.3736 0.15
H -7.2051 3.0619 -1.0793 0.48
C 1.0329 -1.1763 -3.3502 1.04
C 0.1129 -1.4494 -4.5772 -1.56
N -1.0423 -0.5866 -4.7130 0.11
C -0.6880 0.8054 -4.9926 0.95
C 0.0107 0.9033 -6.3721 -1.82
C -1.9886 -0.7311 -3.6181 1.78
C -3.2307 0.0976 -3.7502 -1.37
H 1.9877 -1.6270 -3.6341 0.40
H 0.6788 -1.7180 -2.4748 -0.84
H 1.2350 -0.1235 -3.1856 0.34
H 0.6920 -1.4299 -5.4999 0.55
H -0.3215 -2.4546 -4.5994 0.47
H -1.5253 1.4813 -5.1569 0.25
H -0.0733 1.2263 -4.1903 -0.39
H -0.6038 0.3881 -7.1131 0.37
H 0.0833 1.9224 -6.7597 0.46
H 1.0222 0.5010 -6.4251 0.39
H -1.4766 -0.4890 -2.6720 0.12
H -2.3007 -1.7801 -3.5776 -0.83
H -3.0160 1.1552 -3.5889 -0.01
H -4.0082 -0.2512 -3.0673 0.60
H -3.7170 0.0730 -4.7298 0.19
C -2.5500 3.8928 -3.0903 -1.17
C -1.8485 3.6216 -1.7887 1.27
N -0.4491 4.1057 -1.7593 0.17
C 0.2238 3.2909 -0.7577 0.75
C 1.0433 2.1591 -1.3918 0.11
C -0.5370 5.5176 -1.3078 -0.32
C 0.8617 6.1463 -1.3794 -1.15
H -3.6263 3.7893 -2.9363 0.30
H -2.2051 3.2650 -3.9099 0.02
H -2.3343 4.9094 -3.4319 0.49
H -2.3704 3.9675 -0.8841 0.40
H -1.8930 2.5318 -1.6736 -1.37
H -0.4405 2.9479 0.0450 -0.27
H 0.9734 3.8566 -0.1985 -0.25
H 0.4833 1.5173 -2.0750 -1.17
H 1.4988 1.5573 -0.6057 0.19
H 1.8831 2.4858 -2.0105 0.29
H -1.2445 6.0691 -1.9220 0.37
H -0.9027 5.5012 -0.2716 0.29
H 1.1609 6.2757 -2.4239 0.33
H 0.9103 7.1597 -0.9685 0.40
H 1.6972 5.6122 -0.9294 0.15
C 6.2175 -4.8792 -2.4472 -1.41
C 5.2375 -4.1654 -1.5122 -0.18
N 4.4076 -5.0841 -0.7383 0.29
C 5.1700 -5.6192 0.3881 -0.21
C 4.3608 -6.6192 1.2236 -1.32
C 3.1549 -4.4435 -0.3623 -0.79
C 2.1470 -4.3460 -1.5210 -0.47
H 6.8932 -5.5027 -1.8709 0.33
H 6.7762 -4.1570 -3.0450 0.40
H 5.6440 -5.4485 -3.1811 0.34
H 5.8697 -3.5339 -0.8606 0.23
H 4.6001 -3.4136 -1.9798 0.30
H 6.0357 -6.1005 -0.0617 0.36
H 5.4497 -4.7857 1.0490 0.29
H 3.6576 -7.2405 0.6667 0.30
H 4.9199 -7.3151 1.8486 0.39
H 3.7577 -6.0002 1.8920 0.30
H 3.2822 -3.4867 0.1647 0.19
H 2.6040 -5.0494 0.3613 0.35
H 1.9666 -5.2857 -2.0380 0.42
H 2.5371 -3.6847 -2.2993 -0.01
H 1.2668 -3.8829 -1.0735 -0.11
N 2.4854 0.3545 6.4570 0.16
C 3.1829 1.4525 6.0641 -0.48
C 4.3642 1.0422 5.4724 -0.34
C 4.3491 -0.3623 5.5129 -0.92
C 3.2086 -0.7640 6.1812 -0.43
H 1.5468 0.3487 6.8285 0.38
H 2.7514 2.4284 6.2241 0.44
H 5.1398 1.7352 5.1928 0.47
H 5.1741 -0.9802 5.1901 0.50
H 2.8425 -1.7221 6.5112 0.40
N 3.0761 5.9226 1.6847 0.13
C 3.8395 4.9304 1.1321 -1.12
C 3.5103 3.7534 1.8054 -0.09
C 2.4673 4.0432 2.7054 -0.24
C 2.1759 5.3785 2.5383 -0.98
H 3.1378 6.8885 1.4238 0.20
H 4.5572 5.1905 0.3721 0.41
H 3.9041 2.7685 1.6072 0.55
H 1.8810 3.4105 3.3496 0.65
H 1.4642 6.0657 2.9725 0.40
N -0.6811 -0.7106 5.9910 0.13
C -0.9153 -0.4394 7.3425 -0.49
C -0.5665 0.8979 7.5180 -0.97
C -0.5087 1.4645 6.2468 -0.75
C -0.5029 0.4657 5.3184 -0.02
H -0.7399 -1.6314 5.5955 0.24
H -1.0764 -1.3199 7.9429 0.44
H -0.4794 1.4200 8.4576 0.40
H -0.3336 2.4915 5.9622 0.49
H -0.4304 0.4778 4.2440 0.24
N 5.2942 2.5460 -3.1526 0.06
C 4.9042 2.1099 -1.9086 -1.17
C 4.8759 0.7434 -1.9209 0.61
C 5.2838 0.3225 -3.2215 -0.83
C 5.5212 1.4476 -3.9436 -0.60
H 5.3804 3.4909 -3.4728 0.19
H 4.6604 2.8347 -1.1492 0.41
H 4.5686 0.1695 -1.0613 0.47
H 5.4167 -0.6657 -3.6310 0.47
H 5.7859 1.4924 -4.9876 0.39
N 2.8498 -0.1120 2.6131 0.74
C 1.5830 0.3524 2.8261 -0.86
C 0.8541 0.0880 1.6933 0.59
C 1.7286 -0.5473 0.7686 0.40
C 2.9723 -0.6299 1.3615 -2.32
H 3.5562 -0.0844 3.3310 0.04
H 1.3372 0.8686 3.7381 0.13
H -0.2162 0.1705 1.5823 -0.59
H 1.4638 -0.8749 -0.2246 1.12
H 3.8840 -1.0747 0.9993 0.70
N -3.5458 -1.4127 1.5329 0.75
C -4.7993 -1.4603 2.1259 -1.29
C -4.7796 -0.7119 3.2786 -0.91
C -3.4197 -0.3374 3.4501 -1.12
C -2.7245 -0.6816 2.3401 0.37
H -3.2620 -1.8622 0.6703 -0.19
H -5.5906 -2.0233 1.6567 0.44
H -5.5109 -0.5928 4.0596 1.13
H -2.9991 0.1966 4.2895 0.50
H -1.6834 -0.5736 2.0760 0.31

=====

| no. | LUMO energy (hartree) |
| --- | --- |
| 1 | -0.082 |
| 2 | 0.023 |